(1)
Entry from the Open Molecules 2025 dataset: C24H32MgN6O4 as an isolated structure at a distorted geometry (wB97M-V/def2-TZVPD).

Structure (ORCA input):
```
! RIJCOSX wB97M-V def2-TZVPD def2/J DEFGRID3
* xyz 0 1
Mg 1.264 -2.576 0.541
C 0.050 -0.728 0.644
O -0.535 -1.756 0.085
O 1.228 -0.642 0.067
O 0.484 -1.197 1.804
C -2.827 0.956 0.386
C -4.165 1.435 -0.118
O -4.587 2.527 0.238
N -4.893 0.569 -0.831
C -6.213 0.868 -1.320
H -2.609 -0.058 0.041
H -2.695 1.018 1.466
H -2.029 1.612 0.026
H -4.504 -0.301 -1.164
H -6.120 1.594 -2.138
H -6.868 1.442 -0.665
H -6.719 -0.027 -1.671
N 3.586 -0.123 -1.432
C 3.669 0.445 -2.681
C 4.983 0.573 -3.008
C 5.750 -0.004 -1.994
C 4.871 -0.459 -1.036
H 2.703 -0.369 -1.011
H 2.794 0.642 -3.280
H 5.420 0.931 -3.928
H 6.818 -0.137 -1.953
H 4.990 -0.932 -0.074
N -2.680 -2.160 -1.676
C -3.789 -2.789 -1.173
C -4.792 -2.661 -2.135
C -4.332 -1.805 -3.153
C -3.039 -1.477 -2.803
H -1.821 -2.039 -1.137
H -3.762 -3.332 -0.243
H -5.764 -3.128 -2.079
H -4.847 -1.493 -4.046
H -2.317 -0.805 -3.242
N 0.172 -0.365 4.424
C -1.013 -0.382 5.084
C -0.761 -0.106 6.400
C 0.617 0.152 6.543
C 1.178 0.051 5.276
H 0.316 -0.526 3.426
H -1.915 -0.617 4.541
H -1.526 0.010 7.153
H 1.027 0.395 7.511
H 2.181 0.215 4.920
N 3.274 0.407 2.092
C 3.342 1.765 2.231
C 4.607 2.090 2.695
C 5.293 0.866 2.895
C 4.471 -0.144 2.477
H 2.485 -0.112 1.736
H 2.498 2.383 1.976
H 4.937 3.082 2.955
H 6.291 0.763 3.288
H 4.638 -1.209 2.429
N 0.233 0.248 -2.521
C -0.110 1.602 -2.709
C -0.119 1.818 -4.048
C 0.073 0.593 -4.736
C 0.415 -0.311 -3.762
H 0.396 -0.264 -1.663
H -0.175 2.164 -1.793
H -0.295 2.782 -4.500
H 0.073 0.387 -5.793
H 0.696 -1.351 -3.836
*
```

Output
Orbital gap ... 2.86 eV
Molar mass ... 492.86 g/mol



(2)
Entry from the Open Molecules 2025 dataset: one molecule with the formula C24H32N4O2 at a distorted geometry (wB97M-V/def2-TZVPD).

Structure (ORCA input):
```
! RIJCOSX wB97M-V def2-TZVPD def2/J DEFGRID3
* xyz 0 1
C -2.298 -0.619 2.978
C -1.820 -1.124 1.651
N -0.511 -1.271 1.569
C -0.032 -1.708 0.412
C -0.823 -2.078 -0.702
C 0.132 -2.488 -1.681
C -0.081 -2.988 -3.065
N 1.344 -2.361 -1.204
N 1.271 -1.892 0.059
C 2.436 -1.609 0.773
C 3.668 -1.919 0.202
C 4.833 -1.621 0.882
C 4.781 -1.016 2.127
C 3.554 -0.712 2.692
C 2.379 -1.003 2.025
C -2.214 -1.923 -0.609
C -3.071 -2.293 -1.781
C -2.710 -1.407 0.585
C -4.172 -1.080 0.739
C -4.529 0.221 -0.006
C -3.640 1.358 0.475
O -3.901 2.027 1.454
N -2.538 1.556 -0.281
C -1.512 2.519 0.051
C -0.259 1.856 0.626
C 0.883 2.867 0.759
O 1.317 3.359 -0.490
C 2.553 2.862 -0.976
C 2.919 3.732 -2.175
C 2.496 1.385 -1.369
H -1.438 -0.484 3.628
H -2.815 0.332 2.872
H -2.976 -1.333 3.443
H -0.682 -2.288 -3.643
H 0.886 -3.112 -3.544
H -0.592 -3.951 -3.051
H 3.687 -2.384 -0.770
H 5.786 -1.862 0.437
H 5.694 -0.783 2.655
H 3.508 -0.240 3.663
H 1.419 -0.771 2.457
H -4.118 -2.393 -1.511
H -2.731 -3.238 -2.199
H -2.990 -1.538 -2.563
H -4.420 -0.950 1.790
H -4.793 -1.892 0.355
H -5.565 0.482 0.215
H -4.419 0.088 -1.083
H -2.322 0.899 -1.015
H -1.237 3.078 -0.849
H -1.947 3.204 0.781
H 0.050 1.044 -0.034
H -0.478 1.432 1.606
H 1.719 2.414 1.306
H 0.525 3.733 1.329
H 3.319 2.984 -0.189
H 2.181 3.600 -2.961
H 2.929 4.778 -1.882
H 3.899 3.456 -2.554
H 3.443 1.087 -1.812
H 2.321 0.757 -0.499
H 1.703 1.221 -2.095
*
```

Output
Orbital gap ... 8.54 eV
Molar mass ... 408.55 g/mol
SMILES ... Cc1nc2c(c(C)nn2-c2ccccc2)c(C)c1CCC(=O)NCCCOC(C)C



(3)
Entry from the Open Molecules 2025 dataset: one molecule with the formula C24H32N4O6 (wB97M-V/def2-TZVPD).

Structure (ORCA input):
```
! RIJCOSX wB97M-V def2-TZVPD def2/J DEFGRID3
* xyz 0 1
C 2.735 2.620 -2.602
C 2.948 2.109 -1.178
C 4.427 1.802 -0.957
C 2.069 0.874 -0.952
C 1.994 0.417 0.508
N 1.450 -0.921 0.608
C 0.136 -1.159 0.672
O -0.703 -0.263 0.725
C -0.194 -2.591 0.699
N 0.806 -3.521 0.629
C 0.224 -4.688 0.649
N -1.116 -4.573 0.728
C -1.418 -3.242 0.765
C -2.848 -2.856 0.758
O -3.704 -3.720 0.629
N -3.088 -1.545 0.923
C -4.369 -0.981 0.592
C -4.340 -0.319 -0.784
O -5.143 0.482 -1.180
O -3.294 -0.759 -1.475
C -3.035 -0.193 -2.755
C -1.594 -0.438 -3.111
C -0.939 -1.567 -2.636
C 0.384 -1.799 -2.967
C 1.057 -0.916 -3.794
C 0.407 0.208 -4.275
C -0.910 0.451 -3.928
C 1.131 1.375 1.354
O 0.689 2.415 0.948
O 1.069 0.914 2.595
C 0.307 1.607 3.621
C 0.442 0.707 4.849
C -1.156 1.731 3.203
C 0.925 2.979 3.887
H 3.026 1.860 -3.324
H 1.689 2.867 -2.763
H 3.331 3.512 -2.780
H 2.634 2.888 -0.480
H 4.629 1.513 0.072
H 4.750 0.995 -1.612
H 5.028 2.681 -1.179
H 1.052 1.093 -1.282
H 2.448 0.045 -1.554
H 2.989 0.399 0.965
H 2.057 -1.726 0.536
H 0.741 -5.625 0.608
H -1.828 -5.289 0.741
H -2.280 -0.910 0.881
H -5.109 -1.789 0.575
H -4.672 -0.235 1.332
H -3.267 0.878 -2.731
H -3.699 -0.667 -3.492
H -1.472 -2.259 -2.003
H 0.886 -2.675 -2.582
H 2.086 -1.104 -4.065
H 0.929 0.901 -4.918
H -1.412 1.334 -4.296
H -0.094 1.140 5.688
H 0.031 -0.277 4.634
H 1.489 0.592 5.117
H -1.734 2.155 4.020
H -1.553 0.751 2.951
H -1.247 2.370 2.330
H 0.837 3.608 3.005
H 0.408 3.457 4.714
H 1.977 2.874 4.142
*
```

Output
Orbital gap ... 9.71 eV
Molar mass ... 472.54 g/mol
SMILES ... CC(C)C[C@H](NC(=O)c1nc[nH]c1C(=O)NCC(=O)OCc1ccccc1)C(=O)OC(C)(C)C



(4)
Entry from the Open Molecules 2025 dataset: one molecule with the formula C24H32N6O4 at a distorted geometry (wB97M-V/def2-TZVPD).

Structure (ORCA input):
```
! RIJCOSX wB97M-V def2-TZVPD def2/J DEFGRID3
* xyz 0 1
H 1.206 -2.238 1.832
N 1.471 -1.719 1.006
C 0.606 -0.942 0.489
C 0.933 -0.189 -0.713
C 2.258 -0.275 -1.412
O 2.541 0.520 -2.298
N 3.053 -1.290 -1.042
C 4.410 -1.394 -1.504
C 5.405 -1.028 -0.393
N 5.017 0.192 0.285
C 5.161 1.387 -0.530
C 4.587 2.576 0.236
O 5.221 2.755 1.484
C 5.108 1.588 2.260
C 5.712 0.379 1.543
C 0.025 0.653 -1.268
C -1.263 0.826 -0.710
C -2.224 1.691 -1.316
O -2.093 2.353 -2.324
N -3.482 1.746 -0.611
C -4.449 2.558 -1.118
C -5.659 2.673 -0.518
C -5.918 1.933 0.655
C -4.964 1.112 1.180
C -5.177 0.306 2.418
C -3.694 1.006 0.530
N -2.789 0.209 1.042
C -1.587 0.109 0.447
N -0.680 -0.720 1.023
C -1.144 -1.456 2.188
C -2.065 -2.621 1.812
C -1.420 -3.632 0.855
O -1.044 -3.093 -0.392
C -2.080 -2.836 -1.315
C -2.627 -4.095 -1.985
H 2.767 -1.777 -0.191
H 4.514 -0.726 -2.361
H 4.610 -2.420 -1.832
H 6.421 -0.968 -0.824
H 5.400 -1.826 0.356
H 4.595 1.270 -1.453
H 6.222 1.581 -0.772
H 4.738 3.503 -0.319
H 3.510 2.410 0.386
H 5.634 1.787 3.196
H 4.048 1.379 2.469
H 5.579 -0.511 2.162
H 6.794 0.551 1.394
H 0.286 1.203 -2.161
H -4.160 3.084 -2.016
H -6.411 3.321 -0.934
H -6.879 2.023 1.137
H -5.086 -0.755 2.193
H -4.410 0.545 3.151
H -6.158 0.500 2.842
H -0.285 -1.818 2.755
H -1.702 -0.757 2.816
H -2.967 -2.209 1.359
H -2.352 -3.146 2.725
H -0.486 -4.009 1.282
H -2.102 -4.483 0.725
H -1.616 -2.191 -2.067
H -2.901 -2.277 -0.842
H -1.808 -4.665 -2.416
H -3.156 -4.725 -1.274
H -3.317 -3.813 -2.776
*
```

Output
Orbital gap ... 7.50 eV
Molar mass ... 468.56 g/mol
SMILES ... [H]/N=c1/c(C(=O)NCCN2CCOCC2)cc2c(=O)n3cccc(C)c3nc2n1CCCOCC